ORCA calculation (ωB97M-V/def2-TZVPD) on a molecular structure, C5H8Si at a distorted geometry.

Values from the calculation:
Energy relative to the best compared isomer or geometry (same formula, charge and spin) = 3.1410 eV
Electronic energy = -13187.387 eV
HOMO = -8.541 eV
Kohn-Sham gap = 9.039 eV

Atoms and positions in Å:
C1 -1.21 -1.09 0.06
C2 -1.59 0.18 0.00
C3 0.88 0.68 -0.47
C4 2.13 0.49 0.17
C5 -0.47 1.22 0.02
Si1 0.65 -1.33 0.02
H1 -2.05 -1.75 -0.20
H2 -2.61 0.39 -0.10
H3 0.89 0.73 -1.66
H4 -0.74 2.19 -0.47
H5 -0.34 1.67 1.05
H6 1.20 -1.85 1.31
H7 1.95 0.95 1.20
H8 1.33 -2.47 -0.92